The following is a quantum chemistry calculation of a 2-piece molecular cluster, C4H10N overall, from OMol25.

Structure (ORCA input):
```
! wB97M-V def2-TZVPD RIJCOSX def2/J DEFGRID3
* xyz 1 1
C 2.469 0.476 -0.280
C 2.581 -0.057 0.926
H 3.119 1.256 -0.647
H 1.831 -0.040 -0.995
H 3.406 0.230 1.565
H 1.839 -0.692 1.395
C -1.478 0.633 0.733
C -1.356 -0.773 -1.247
N -2.012 -0.360 -0.241
H -1.361 1.565 0.186
H -2.205 0.741 1.526
H -0.504 0.303 1.083
H -0.301 -0.534 -1.291
H -1.865 -1.167 -2.115
H -2.997 -0.612 -0.188
*
```

Values from the calculation:
Gap between HOMO and LUMO ... 0.2869 Ha
Energy above the lowest of the compared OMol25 structures with the same formula, charge and spin ... 57.1 kcal/mol
Total energy ... -212.82939 Ha

For each atom in turn, the Löwdin charge in e is: atom 1 (C): -0.076, atom 2 (C): -0.066, atom 3 (H): 0.056, atom 4 (H): 0.022, atom 5 (H): 0.057, atom 6 (H): 0.040, atom 7 (C): 0.030, atom 8 (C): 0.190, atom 9 (N): 0.023, atom 10 (H): 0.114, atom 11 (H): 0.105, atom 12 (H): 0.088, atom 13 (H): 0.103, atom 14 (H): 0.133, atom 15 (H): 0.180

The following is a quantum chemistry calculation of the molecule C3H5NO3 at a distorted geometry, from OMol25.

Structure (ORCA input):
```
! wB97M-V def2-TZVPD RIJCOSX def2/J DEFGRID3
* xyz 0 1
N -2.263 1.193 1.991
C -1.854 0.981 0.934
C -1.166 0.472 -0.232
C 0.276 -0.217 0.193
O 0.833 0.286 1.364
O -0.021 -1.527 0.422
O 1.111 0.000 -0.947
H -1.807 -0.363 -0.793
H -0.816 1.243 -0.889
H 1.496 0.959 1.282
H -0.832 -1.768 0.932
H 1.782 -0.774 -1.126
*
```

Values from the calculation:
Gap between HOMO and LUMO ... 0.4151 Ha
SMILES string ... N#CCC(O)(O)O
Energy above the lowest of the compared OMol25 structures with the same formula, charge and spin ... 50.7 kcal/mol
Total energy ... -397.75595 Ha

For each atom in turn, the Löwdin charge in e is: atom 1 (N): 0.156, atom 2 (C): -0.240, atom 3 (C): -0.066, atom 4 (C): -0.664, atom 5 (O): 0.068, atom 6 (O): 0.042, atom 7 (O): 0.005, atom 8 (H): 0.173, atom 9 (H): 0.100, atom 10 (H): 0.106, atom 11 (H): 0.146, atom 12 (H): 0.174

The following is a quantum chemistry calculation of an isolated ion of composition C7H11O2 and charge +1 at a distorted geometry, from OMol25.

Structure (ORCA input):
```
! wB97M-V def2-TZVPD RIJCOSX def2/J DEFGRID3
* xyz 1 1
C 0.023 -1.425 -0.707
C -0.744 1.389 1.038
C -0.259 1.820 -0.320
C 0.355 0.721 1.725
C 0.682 0.802 -0.896
C 1.199 -0.221 0.862
C -0.595 -2.564 -1.294
O -0.037 -0.326 -1.448
O 0.561 -1.460 0.458
H -1.278 2.143 1.470
H -1.642 0.762 0.761
H -1.128 1.865 -0.941
H 0.273 2.778 -0.304
H 1.029 1.292 2.308
H -0.196 -0.005 2.476
H 1.589 1.140 -1.450
H 2.212 -0.213 1.072
H -1.394 -2.217 -1.877
H -0.847 -3.429 -0.744
H 0.198 -2.849 -2.188
*
```

Values from the calculation:
Gap between HOMO and LUMO ... 0.3713 Ha
Energy above the lowest of the compared OMol25 structures with the same formula, charge and spin ... 18.5 kcal/mol
Total energy ... -423.44969 Ha

For each atom in turn, the Löwdin charge in e is: atom 1 (C): -0.325, atom 2 (C): -0.195, atom 3 (C): -0.154, atom 4 (C): -0.151, atom 5 (C): -0.020, atom 6 (C): 0.014, atom 7 (C): 0.089, atom 8 (O): 0.095, atom 9 (O): 0.151, atom 10 (H): 0.099, atom 11 (H): 0.147, atom 12 (H): 0.125, atom 13 (H): 0.140, atom 14 (H): 0.119, atom 15 (H): 0.176, atom 16 (H): 0.159, atom 17 (H): 0.119, atom 18 (H): 0.098, atom 19 (H): 0.104, atom 20 (H): 0.211

The following is a quantum chemistry calculation of C2H2Cl6 as an isolated structure at a distorted geometry, from OMol25.

Structure (ORCA input):
```
! wB97M-V def2-TZVPD RIJCOSX def2/J DEFGRID3
* xyz 0 1
C -0.046 1.468 -0.677
Cl -1.778 1.336 -0.362
Cl 0.791 1.168 0.892
Cl 0.226 3.104 -1.174
H 0.312 0.645 -1.295
C 0.266 -1.587 0.557
Cl 0.556 -0.825 -1.092
Cl -0.904 -3.005 0.577
Cl -0.547 -0.338 1.465
H 1.126 -1.965 1.108
*
```

Values from the calculation:
Gap between HOMO and LUMO ... 0.2828 Ha
Energy above the lowest of the compared OMol25 structures with the same formula, charge and spin ... 168.0 kcal/mol
Total energy ... -2838.28054 Ha

For each atom in turn, the Löwdin charge in e is: atom 1 (C): -1.559, atom 2 (Cl): 0.515, atom 3 (Cl): 0.406, atom 4 (Cl): 0.553, atom 5 (H): -0.249, atom 6 (C): -1.250, atom 7 (Cl): 0.678, atom 8 (Cl): 0.489, atom 9 (Cl): 0.377, atom 10 (H): 0.039

The following is a quantum chemistry calculation of a 7-piece molecular cluster, C38H114N18O7P6S overall at a distorted geometry, from OMol25.

Structure (ORCA input):
```
! wB97M-V def2-TZVPD RIJCOSX def2/J DEFGRID3
* xyz 0 1
O 16.053 15.899 -6.870
P 15.005 15.940 -7.903
N 14.008 17.353 -7.819
C 14.427 18.531 -6.994
C 12.744 17.549 -8.657
N 13.940 14.586 -7.786
C 14.357 13.342 -8.422
C 12.935 14.432 -6.753
N 15.515 15.942 -9.515
C 14.647 15.726 -10.675
C 16.893 16.445 -9.822
H 13.553 18.856 -6.429
H 14.867 19.258 -7.677
H 15.168 18.232 -6.252
H 13.084 18.055 -9.561
H 12.070 18.206 -8.109
H 12.204 16.622 -8.847
H 13.530 12.705 -8.737
H 14.937 13.563 -9.318
H 14.976 12.798 -7.709
H 12.334 15.333 -6.631
H 12.258 13.598 -6.936
H 13.448 14.365 -5.794
H 13.821 15.083 -10.369
H 14.209 16.661 -11.026
H 15.273 15.322 -11.470
H 17.588 15.617 -9.683
H 17.330 17.210 -9.179
H 16.952 16.818 -10.845
O 8.863 15.436 -1.210
P 7.636 16.233 -1.028
N 6.163 15.307 -0.882
C 4.786 15.910 -0.953
C 6.280 13.835 -0.590
N 7.327 17.403 -2.241
C 6.672 16.943 -3.555
C 8.302 18.462 -2.352
N 7.690 17.187 0.429
C 6.664 18.242 0.856
C 8.512 16.739 1.540
H 4.101 15.197 -1.412
H 4.739 16.970 -1.203
H 4.424 15.897 0.075
H 5.500 13.543 0.114
H 7.259 13.635 -0.156
H 6.131 13.127 -1.406
H 6.054 17.762 -3.923
H 7.465 16.807 -4.290
H 6.125 16.025 -3.340
H 8.245 19.199 -1.550
H 9.286 17.994 -2.339
H 8.171 18.935 -3.325
H 6.751 19.121 0.217
H 5.669 17.810 0.752
H 6.791 18.450 1.918
H 9.270 16.114 1.067
H 7.968 16.143 2.272
H 9.061 17.528 2.055
O 22.800 9.599 -4.857
P 23.351 8.547 -3.977
N 22.194 7.993 -2.804
C 21.127 7.121 -3.170
C 21.924 8.746 -1.587
N 24.706 9.019 -2.996
C 24.853 10.464 -2.704
C 25.331 8.179 -2.035
N 23.855 7.139 -4.837
C 24.296 7.294 -6.236
C 24.070 5.885 -4.144
H 20.142 7.579 -3.075
H 21.087 6.230 -2.543
H 21.170 6.734 -4.188
H 22.820 9.261 -1.241
H 21.634 8.069 -0.783
H 21.170 9.520 -1.729
H 24.529 10.966 -3.616
H 24.227 10.833 -1.892
H 25.877 10.783 -2.511
H 24.891 8.219 -1.039
H 25.332 7.151 -2.396
H 26.395 8.410 -2.077
H 24.147 6.391 -6.827
H 23.755 8.079 -6.765
H 25.369 7.482 -6.257
H 23.591 5.787 -3.170
H 25.129 5.668 -4.001
H 23.647 5.080 -4.743
O 16.382 1.286 -9.379
P 16.692 2.026 -8.123
N 18.388 2.376 -7.884
C 19.066 3.520 -8.577
C 19.343 1.266 -7.769
N 16.327 1.253 -6.580
C 15.233 0.365 -6.477
C 16.980 1.592 -5.337
N 15.877 3.493 -8.126
C 15.966 4.387 -6.997
C 15.928 4.207 -9.355
H 20.128 3.632 -8.355
H 18.749 4.472 -8.151
H 18.965 3.541 -9.662
H 19.998 1.356 -8.635
H 18.942 0.258 -7.664
H 19.933 1.263 -6.852
H 15.273 -0.288 -5.605
H 14.289 0.909 -6.458
H 15.121 -0.245 -7.373
H 17.833 0.917 -5.274
H 17.465 2.562 -5.442
H 16.281 1.546 -4.502
H 16.968 4.785 -6.833
H 15.284 5.235 -7.062
H 15.813 3.944 -6.013
H 16.970 4.213 -9.676
H 15.717 5.272 -9.254
H 15.286 3.833 -10.153
O 16.539 8.587 6.214
P 15.504 9.081 5.261
N 14.786 10.547 5.856
C 13.954 11.473 5.160
C 15.001 10.956 7.249
N 14.051 8.145 5.094
C 13.044 8.280 3.987
C 14.111 6.859 5.822
N 16.015 9.495 3.716
C 16.967 10.627 3.552
C 16.191 8.457 2.730
H 12.923 11.474 5.512
H 13.870 11.055 4.157
H 14.382 12.475 5.144
H 14.149 10.872 7.924
H 15.402 11.967 7.322
H 15.838 10.351 7.598
H 12.215 7.589 4.140
H 12.582 9.257 3.841
H 13.408 8.115 2.972
H 13.109 6.586 6.154
H 14.495 6.019 5.243
H 14.652 6.993 6.759
H 17.013 10.936 2.508
H 16.759 11.560 4.076
H 17.971 10.389 3.904
H 16.740 8.755 1.837
H 15.217 8.172 2.330
H 16.621 7.527 3.103
O 6.822 4.922 -4.760
P 7.285 6.005 -5.672
N 8.734 5.823 -6.518
C 9.194 6.662 -7.691
C 9.708 4.888 -6.017
N 7.490 7.571 -4.977
C 7.352 8.822 -5.791
C 8.134 7.747 -3.676
N 6.151 6.168 -6.898
C 4.863 6.795 -6.632
C 6.125 5.199 -8.050
H 10.173 7.112 -7.524
H 8.511 7.476 -7.932
H 9.253 6.093 -8.618
H 9.454 3.862 -6.281
H 9.823 4.784 -4.938
H 10.687 5.161 -6.409
H 8.291 9.189 -6.205
H 6.697 8.659 -6.647
H 6.981 9.663 -5.205
H 8.057 6.795 -3.151
H 9.189 7.942 -3.870
H 7.647 8.451 -3.002
H 4.647 7.401 -5.752
H 4.713 7.395 -7.529
H 4.079 6.046 -6.747
H 5.625 5.624 -8.920
H 5.639 4.279 -7.725
H 7.164 4.996 -8.313
C 13.084 11.133 -1.978
S 14.261 10.068 -2.957
O 13.487 9.953 -4.283
C 15.737 11.049 -3.181
H 13.615 11.519 -1.107
H 12.300 10.436 -1.683
H 12.677 11.917 -2.616
H 16.573 10.486 -3.598
H 16.038 11.467 -2.221
H 15.511 11.920 -3.796
*
```

Values from the calculation:
Gap between HOMO and LUMO ... 0.2987 Ha
Energy above the lowest of the compared OMol25 structures with the same formula, charge and spin ... 115.2 kcal/mol
Total energy ... -5474.90426 Ha

Atom charges from the Löwdin analysis, given in e for atoms 1 to 99: atom 1 (O): -0.291, atom 2 (P): 0.567, atom 3 (N): -0.299, atom 4 (C): -0.103, atom 5 (C): -0.089, atom 6 (N): -0.317, atom 7 (C): -0.125, atom 8 (C): -0.114, atom 9 (N): -0.316, atom 10 (C): -0.122, atom 11 (C): -0.091, atom 12 (H): 0.071, atom 13 (H): 0.074, atom 14 (H): 0.065, atom 15 (H): 0.063, atom 16 (H): 0.068, atom 17 (H): 0.067, atom 18 (H): 0.082, atom 19 (H): 0.060, atom 20 (H): 0.084, atom 21 (H): 0.065, atom 22 (H): 0.085, atom 23 (H): 0.077, atom 24 (H): 0.068, atom 25 (H): 0.066, atom 26 (H): 0.084, atom 27 (H): 0.075, atom 28 (H): 0.072, atom 29 (H): 0.075, atom 30 (O): -0.298, atom 31 (P): 0.588, atom 32 (N): -0.297, atom 33 (C): -0.117, atom 34 (C): -0.102, atom 35 (N): -0.313, atom 36 (C): -0.067, atom 37 (C): -0.136, atom 38 (N): -0.294, atom 39 (C): -0.065, atom 40 (C): -0.150, atom 41 (H): 0.077, atom 42 (H): 0.072, atom 43 (H): 0.062, atom 44 (H): 0.070, atom 45 (H): 0.067, atom 46 (H): 0.069, atom 47 (H): 0.075, atom 48 (H): 0.074, atom 49 (H): 0.062, atom 50 (H): 0.066, atom 51 (H): 0.078, atom 52 (H): 0.080, atom 53 (H): 0.061, atom 54 (H): 0.047, atom 55 (H): 0.075, atom 56 (H): 0.062, atom 57 (H): 0.077, atom 58 (H): 0.078, atom 59 (O): -0.294, atom 60 (P): 0.630, atom 61 (N): -0.311, atom 62 (C): -0.156, atom 63 (C): -0.108, atom 64 (N): -0.315, atom 65 (C): -0.113, atom 66 (C): -0.140, atom 67 (N): -0.300, atom 68 (C): -0.098, atom 69 (C): -0.149, atom 70 (H): 0.079, atom 71 (H): 0.077, atom 72 (H): 0.081, atom 73 (H): 0.052, atom 74 (H): 0.086, atom 75 (H): 0.085, atom 76 (H): 0.069, atom 77 (H): 0.068, atom 78 (H): 0.080, atom 79 (H): 0.083, atom 80 (H): 0.054, atom 81 (H): 0.088, atom 82 (H): 0.075, atom 83 (H): 0.074, atom 84 (H): 0.077, atom 85 (H): 0.072, atom 86 (H): 0.074, atom 87 (H): 0.080, atom 88 (O): -0.295, atom 89 (P): 0.626, atom 90 (N): -0.278, atom 91 (C): -0.119, atom 92 (C): -0.137, atom 93 (N): -0.317, atom 94 (C): -0.149, atom 95 (C): -0.130, atom 96 (N): -0.297, atom 97 (C): -0.130, atom 98 (C): -0.140, atom 99 (H): 0.080

What is the energy above the lowest of the compared OMol25 structures with the same formula, charge and spin in the first record? 57.1 kcal/mol